Below is C20H18N4PdS2 as an isolated structure in a non-equilibrium geometry, with properties calculated with wB97M-V/def2-TZVPD.

Positions of all 45 atoms, in Å:
Pd: 0.25654 -1.13687 -0.20926
C: 4.66446 -2.84074 1.90611
S: 3.16551 -3.13755 2.85467
C: 1.89959 -2.55261 1.79993
S: 2.27669 -1.98177 0.20324
N: 0.71746 -2.61286 2.34170
N: -0.29904 -2.19881 1.50855
C: -1.47538 -2.26003 1.98665
C: -2.63383 -1.92867 1.14073
C: -3.91419 -1.91695 1.67812
C: -4.99036 -1.68950 0.83455
C: -4.75187 -1.49887 -0.51405
C: -3.43456 -1.50629 -0.95870
N: -2.39657 -1.69896 -0.15961
H: 5.48127 -3.05655 2.59403
H: 4.73053 -1.80296 1.58977
H: 4.73513 -3.50041 1.04459
H: -1.61976 -2.59559 3.01092
H: -4.05969 -2.09216 2.73630
H: -5.99914 -1.67168 1.22696
H: -5.56013 -1.34446 -1.21557
H: -3.20660 -1.34231 -2.00343
C: -2.83360 2.34049 -1.78329
C: -2.50160 1.17101 -2.45225
C: -1.26490 0.57814 -2.25825
C: -0.31390 1.15262 -1.39502
C: -0.66907 2.33701 -0.71770
C: -1.90865 2.91439 -0.91616
N: 0.89579 0.49594 -1.23954
C: 1.96881 1.32175 -0.80088
C: 2.49290 1.31148 0.48758
C: 3.54126 2.15688 0.83215
C: 4.07699 3.03536 -0.09692
C: 3.54963 3.06099 -1.38262
C: 2.51165 2.21301 -1.72989
H: -3.79523 2.81023 -1.94260
H: -3.20521 0.73065 -3.14809
H: -0.97549 -0.31306 -2.80326
H: 0.04502 2.79592 -0.04615
H: -2.16081 3.82639 -0.38939
H: 2.07353 0.64456 1.22736
H: 3.93070 2.12815 1.84233
H: 4.89219 3.69399 0.17400
H: 3.95673 3.73970 -2.12218
H: 2.10716 2.22101 -2.73543

frontier orbital gap (alpha / beta): 6.26 / 6.26 eV
highest occupied orbital energy (alpha / beta): -7.08 / -7.08 eV
energy: -1916.17530 hartree
multiplicity: 1

=====

Below is one molecule with the formula C20H19Cl2NO3S, with properties calculated with wB97M-V/def2-TZVPD.

Positions of all 46 atoms, in Å:
O: 0.40568 2.79539 -0.42638
C: 0.32933 1.68328 0.06894
C: -0.96449 1.06109 0.41747
C: -2.07736 1.43417 -0.21953
C: -3.38892 0.84597 -0.01358
C: -3.52934 -0.48109 0.40120
C: -4.76906 -1.06068 0.57466
C: -5.91018 -0.30884 0.33287
Cl: -7.46650 -1.01633 0.54494
C: -5.81315 1.00835 -0.08586
C: -4.56050 1.57184 -0.26144
Cl: -4.47340 3.21779 -0.76745
N: 1.44477 0.93205 0.31100
C: 1.39579 -0.42087 0.82974
C: 0.53019 -1.35845 0.01945
C: 0.00566 -2.49128 0.63139
C: -0.79700 -3.36817 -0.07542
C: -1.09050 -3.12165 -1.40618
C: -0.56705 -2.00028 -2.02489
C: 0.24117 -1.12613 -1.31871
C: 2.73500 1.50244 -0.02881
C: 3.57398 1.74627 1.25644
C: 5.04173 1.55389 0.95478
S: 4.95985 0.05391 -0.06576
O: 4.56967 -1.05793 0.76156
O: 6.11156 -0.11388 -0.90395
C: 3.51930 0.63311 -1.01155
H: -0.98985 0.31942 1.19817
H: -2.00448 2.22856 -0.95100
H: -2.64242 -1.07449 0.56051
H: -4.85541 -2.08845 0.88886
H: -6.70103 1.58985 -0.27549
H: 1.03877 -0.41311 1.86826
H: 2.41686 -0.81787 0.84845
H: 0.22927 -2.68491 1.67097
H: -1.19815 -4.24250 0.41526
H: -1.72355 -3.80022 -1.95731
H: -0.78840 -1.80162 -3.06269
H: 0.63088 -0.24910 -1.81472
H: 2.49862 2.46666 -0.49447
H: 3.28445 1.01246 2.01040
H: 3.35982 2.73993 1.64989
H: 5.64856 1.38338 1.83658
H: 5.46764 2.33906 0.33813
H: 3.91574 1.19869 -1.84841
H: 2.95649 -0.21970 -1.37634

frontier orbital gap: 8.63 eV
SMILES string: O=C(/C=C/c1ccc(Cl)cc1Cl)N(Cc1ccccc1)[C@H]1CCS(=O)(=O)C1
highest occupied orbital energy: -8.82 eV
energy: -2372.57759 hartree
multiplicity: 1

=====

Below is C20H19Cl5N4NaO3S2 as an isolated structure in a non-equilibrium geometry, with properties calculated with wB97M-V/def2-TZVPD.

Positions of all 54 atoms, in Å:
Na: 0.18431 0.31857 0.93875
Cl: 6.93920 0.69835 -1.93309
C: 5.47727 0.34350 -1.06806
C: 4.23411 0.71331 -1.58005
Cl: 4.15161 1.57036 -3.08878
C: 3.06428 0.40241 -0.90589
Cl: 1.51481 0.93118 -1.50143
C: 3.04041 -0.32791 0.33211
O: 1.97526 -0.64894 0.91468
C: 4.34581 -0.64417 0.83907
Cl: 4.39210 -1.48275 2.35608
C: 5.51068 -0.32936 0.15871
Cl: 7.04396 -0.78474 0.82685
C: -0.12923 4.61544 1.52522
C: -0.54735 3.21824 1.09359
O: 0.23607 2.30545 1.33070
C: -1.84052 3.03521 0.41796
C: -2.67449 4.15649 0.21890
C: -3.89679 4.07949 -0.40231
C: -4.33230 2.81466 -0.85807
C: -3.56322 1.69677 -0.68993
C: -2.27225 1.73197 -0.04766
O: -1.59424 0.66946 0.06977
H: 0.85670 4.53873 1.97537
H: -0.83056 5.02954 2.25402
H: -0.08904 5.29978 0.67426
H: -2.33931 5.12552 0.57231
H: -4.50879 4.96190 -0.53563
H: -5.29684 2.72820 -1.34871
H: -3.89847 0.72473 -1.03634
S: -1.31276 -0.21019 3.74374
C: -1.59345 -1.79253 3.28715
N: -2.70723 -2.25131 2.66473
C: -2.57577 -3.63140 2.19326
C: -1.23658 -4.07504 2.82799
N: -0.76984 -2.85119 3.48315
H: -3.25868 -1.56887 2.17135
H: -2.53060 -3.67048 1.10691
H: -3.40766 -4.24288 2.54009
H: -0.52712 -4.41415 2.07610
H: -1.38036 -4.87252 3.55609
H: 0.20594 -2.66103 3.63926
S: -0.11751 -3.11034 -0.28412
C: 0.20081 -2.44106 -1.78066
N: -0.66862 -1.70718 -2.51530
C: -0.05282 -1.10423 -3.69546
C: 1.37624 -1.69071 -3.67069
N: 1.35626 -2.52691 -2.47180
H: -1.42551 -1.26542 -2.01705
H: -0.03760 -0.01986 -3.62165
H: -0.58798 -1.38521 -4.60171
H: 2.13387 -0.91208 -3.59772
H: 1.57544 -2.28723 -4.55909
H: 2.18836 -2.79960 -1.97702

frontier orbital gap: 6.89 eV
highest occupied orbital energy: -4.71 eV
energy: -4478.13082 hartree
multiplicity: 1
charge: -1

=====

Below is C20H19ClCuN3O5 as an isolated structure, with properties calculated with wB97M-V/def2-TZVPD.

Positions of all 49 atoms, in Å:
Cu: 0.01926 1.08684 0.08946
C: 0.63451 1.71490 4.32079
O: 0.71494 0.37359 4.82237
C: -0.04512 -0.55375 4.15044
C: -0.77965 -1.43493 4.90718
C: -1.54872 -2.44108 4.30318
C: -1.57793 -2.50147 2.92500
C: -0.86068 -1.60414 2.12091
C: -0.93856 -1.79693 0.67696
N: -0.69324 -0.92618 -0.22199
N: -0.84112 -1.39618 -1.51826
C: -0.11815 -0.70885 -2.38054
O: 0.68689 0.23457 -2.15626
C: -0.28782 -1.16402 -3.81288
C: -1.09272 -2.24479 -4.16910
C: -1.21158 -2.62998 -5.49786
C: -0.52962 -1.94033 -6.49457
C: 0.27213 -0.86139 -6.14685
C: 0.39202 -0.47936 -4.81531
C: -0.00383 -0.62114 2.71402
O: 0.78184 0.13127 2.05268
H: 0.86155 2.36649 5.16788
H: 1.33702 1.87958 3.50884
H: -0.35981 1.94698 3.93797
H: -0.74537 -1.32344 5.98660
H: -2.11913 -3.13797 4.90670
H: -2.17696 -3.26186 2.42918
H: -1.25650 -2.78806 0.33400
H: -1.61690 -2.76476 -3.37799
H: -1.84195 -3.47279 -5.76028
H: -0.62508 -2.24078 -7.53205
H: 0.80514 -0.31365 -6.91683
H: 1.00858 0.35759 -4.51069
Cl: -4.16064 3.94612 -0.25095
C: -2.77069 4.45407 0.78049
C: -1.73434 3.34868 1.11017
O: -1.19678 3.51004 2.21731
O: -1.53569 2.49561 0.21659
H: -3.19009 4.85274 1.69613
H: -2.26682 5.24313 0.22696
C: 4.39668 0.28263 0.00578
C: 2.87579 0.16698 0.02960
C: 2.20533 1.46431 -0.07535
N: 1.80138 2.54674 -0.15170
H: 4.84203 -0.71072 0.08912
H: 4.75997 0.88726 0.83879
H: 4.74820 0.73680 -0.92235
H: 2.49156 -0.28231 0.94874
H: 2.49068 -0.42606 -0.80197

frontier orbital gap: 5.75 eV
highest occupied orbital energy: -0.97 eV
energy: -3414.72974 hartree
multiplicity: 1
charge: -2

=====

Below is one molecule with the formula C20H19ClN4O3 in a non-equilibrium geometry, with properties calculated with wB97M-V/def2-TZVPD.

Positions of all 47 atoms, in Å:
C: 1.97462 1.97080 3.55956
N: 1.29557 0.91903 2.85348
C: 0.80378 0.97162 1.57127
N: 0.75662 2.16107 0.91287
C: 0.20078 3.35710 1.51240
C: -0.98309 3.84480 0.66461
O: -0.57375 4.11174 -0.65120
C: -0.10623 2.92851 -1.26706
C: 1.06661 2.31536 -0.49320
C: 0.43975 -0.32331 1.16863
C: -0.20141 -0.78497 -0.00621
N: -0.54215 -0.01883 -0.97138
O: -1.19523 -0.62042 -2.06425
C: -0.56552 -1.56777 -2.75197
O: 0.50305 -2.05314 -2.47105
C: -1.36331 -1.99703 -3.93801
C: -1.22502 -3.32005 -4.35295
C: -1.94247 -3.78119 -5.44250
C: -2.78178 -2.88677 -6.08896
N: -2.89933 -1.62201 -5.72849
C: -2.21421 -1.18159 -4.69402
Cl: -2.40263 0.48764 -4.35996
C: 0.73501 -1.19198 2.27740
C: 0.60041 -2.56024 2.48652
C: 0.97043 -3.08225 3.70948
C: 1.46879 -2.26756 4.72300
C: 1.61223 -0.90508 4.53909
C: 1.24813 -0.38163 3.30908
H: 1.31841 2.47444 4.27522
H: 2.81339 1.53939 4.10693
H: 2.36274 2.70016 2.85168
H: -0.14355 3.14875 2.52402
H: 0.95639 4.15440 1.53285
H: -1.37760 4.78073 1.06546
H: -1.77381 3.07894 0.66838
H: 0.21050 3.21124 -2.27136
H: -0.91559 2.19108 -1.32815
H: 1.31648 1.34712 -0.91848
H: 1.93458 2.98553 -0.57093
H: -0.42121 -1.85294 -0.02276
H: -0.55166 -3.96218 -3.80421
H: -1.85407 -4.80189 -5.77740
H: -3.38396 -3.18111 -6.93751
H: 0.21779 -3.20612 1.71114
H: 0.87162 -4.14262 3.88827
H: 1.74717 -2.70779 5.66869
H: 1.99274 -0.27900 5.33197

frontier orbital gap: 7.85 eV
SMILES string: Cn1c(N2CCOCC2)c(/C=N/OC(=O)c2cccnc2Cl)c2ccccc21
highest occupied orbital energy: -7.55 eV
energy: -1678.41359 hartree
multiplicity: 1